ORCA calculation (ωB97M-V/def2-TZVPD) on a cluster of 2 separate species, CH6N2S in total in a non-equilibrium geometry.

Element x y z (Å)
H (-0.66, 1.65, 0.65)
N (-0.21, 0.79, 0.34)
C (0.91, 0.37, 0.79)
N (1.72, -0.29, -0.19)
H (1.26, 0.76, 1.75)
H (1.46, 0.13, -1.08)
H (1.57, -1.29, -0.14)
S (-1.93, -1.36, -0.60)
H (-2.91, -0.73, -1.28)
H (-1.20, -0.02, -0.24)

As for the structure (SMILES): [H]/N=C/N.S. For the molar mass, the calculation gives 78.1 g/mol. As for the spin multiplicity: 1.

=====

ORCA calculation (ωB97M-V/def2-TZVPD) on a cluster of 4 separate species, C16H32O4 in total in a non-equilibrium geometry.

Element x y z (Å)
C (-1.57, -2.59, -0.89)
C (-1.52, -3.00, -2.33)
C (-0.22, -2.39, -2.81)
O (0.45, -1.73, -1.72)
C (-0.56, -1.51, -0.74)
H (-1.28, -3.43, -0.26)
H (-2.57, -2.35, -0.53)
H (-2.32, -2.62, -2.97)
H (-1.65, -4.06, -2.56)
H (-0.25, -1.72, -3.67)
H (0.52, -3.16, -3.05)
H (-0.85, -0.47, -0.90)
H (-0.06, -1.63, 0.22)
C (6.27, 4.14, -2.65)
C (6.03, 5.46, -2.07)
C (4.80, 5.18, -1.20)
O (3.99, 4.14, -1.89)
C (4.94, 3.43, -2.72)
H (7.03, 3.47, -2.24)
H (6.77, 4.32, -3.60)
H (5.79, 6.11, -2.90)
H (6.87, 5.78, -1.44)
H (4.15, 6.05, -1.14)
H (5.04, 5.02, -0.15)
H (4.65, 3.47, -3.77)
H (5.03, 2.37, -2.46)
C (0.76, -6.99, 5.84)
C (0.52, -5.57, 5.98)
C (1.69, -4.84, 5.32)
O (1.96, -5.71, 4.27)
C (1.78, -7.02, 4.72)
H (-0.15, -7.53, 5.59)
H (1.18, -7.54, 6.68)
H (0.36, -5.20, 6.99)
H (-0.40, -5.49, 5.40)
H (2.70, -4.81, 5.71)
H (1.60, -3.79, 5.04)
H (2.69, -7.55, 5.01)
H (1.26, -7.56, 3.93)
C (-5.27, 3.75, -0.71)
C (-6.68, 3.49, -1.19)
C (-6.86, 4.55, -2.20)
O (-5.56, 4.49, -2.86)
C (-4.52, 3.97, -1.99)
H (-4.82, 2.91, -0.18)
H (-5.19, 4.69, -0.17)
H (-7.45, 3.57, -0.42)
H (-6.71, 2.47, -1.58)
H (-6.94, 5.54, -1.77)
H (-7.74, 4.40, -2.83)
H (-3.57, 4.49, -1.84)
H (-4.13, 3.01, -2.31)

As for the structure (SMILES): C1CCOC1.C1CCOC1.C1CCOC1.C1CCOC1. For the molar mass, the calculation gives 288.4 g/mol. As for the spin multiplicity: 1.

=====

ORCA calculation (ωB97M-V/def2-TZVPD) on the molecule C4H6N2O2 in a non-equilibrium geometry.

Element x y z (Å)
C (-2.49, -0.03, 0.30)
C (-0.96, -0.08, 0.15)
O (-0.57, 1.05, -0.65)
C (0.66, 1.49, -0.10)
N (1.77, 0.85, 0.38)
N (1.87, -0.61, 0.24)
C (0.98, -1.37, -0.23)
O (-0.38, -1.30, -0.31)
H (-2.75, 0.89, 0.91)
H (-2.58, -0.96, 1.09)
H (-3.39, -0.10, -0.54)
H (-0.63, 0.16, 1.32)
H (0.93, 2.69, -0.08)
H (1.44, -2.35, -0.12)

As for the structure (SMILES): CC1OC=NN=CO1. For the molar mass, the calculation gives 114.1 g/mol. As for the spin multiplicity: 1.

=====

ORCA calculation (ωB97M-V/def2-TZVPD) on the molecule C6H4BrF2I in a non-equilibrium geometry.

Element x y z (Å)
F (-1.46, -1.71, 0.02)
C (-0.43, -1.03, 0.67)
C (0.46, -0.44, -0.34)
C (0.17, 0.66, -0.98)
C (-1.12, 1.46, -0.57)
F (-0.89, 2.80, -0.77)
I (-2.73, 0.74, -1.78)
C (-1.45, 1.29, 0.90)
C (-1.10, 0.12, 1.46)
Br (-1.37, -0.23, 3.34)
H (-0.19, -1.72, 1.39)
H (1.39, -0.96, -0.48)
H (0.62, 1.10, -1.78)
H (-1.91, 2.16, 1.41)

As for the structure (SMILES): F[C@H]1C=C[C@@](F)(I)C=C1Br. For the molar mass, the calculation gives 320.9 g/mol. As for the spin multiplicity: 1.

=====

ORCA calculation (ωB97M-V/def2-TZVPD) on the ion C4H11NS with charge -1.

Element x y z (Å)
C (1.64, 0.88, -1.31)
N (1.20, -0.02, -0.26)
C (-0.24, -0.03, -0.02)
C (-0.65, -1.38, 0.59)
S (-2.08, -2.03, -0.33)
C (-0.73, 1.13, 0.85)
H (1.25, 1.91, -1.24)
H (2.73, 0.89, -1.30)
H (1.32, 0.52, -2.30)
H (1.73, 0.17, 0.58)
H (-0.69, 0.10, -1.00)
H (0.20, -2.04, 0.52)
H (-0.92, -1.25, 1.63)
H (-2.30, -3.12, 0.42)
H (-1.81, 1.08, 0.94)
H (-0.22, 1.10, 1.82)
H (-0.43, 2.09, 0.43)

Its expectation value of S² is 0.75. For the molar mass, the calculation gives 105.2 g/mol. As for the spin multiplicity: 2. As for the total charge: -1.

=====

ORCA calculation (ωB97M-V/def2-TZVPD) on the molecule C26H27ClN2O.

Element x y z (Å)
C (2.56, 1.53, 1.38)
N (1.78, 0.43, 0.84)
C (2.34, -0.88, 1.15)
C (1.37, -1.74, 1.98)
C (0.15, -2.24, 1.19)
N (-0.93, -1.27, 1.22)
C (-1.53, -0.84, 0.05)
C (-1.59, -1.72, -1.04)
C (-2.12, -1.36, -2.26)
C (-2.62, -0.09, -2.44)
C (-2.61, 0.79, -1.37)
C (-2.08, 0.45, -0.13)
C (-2.14, 1.53, 0.92)
C (-1.15, 1.39, 2.08)
C (-1.60, 0.28, 2.97)
C (-2.14, 0.50, 4.22)
C (-2.56, -0.55, 5.02)
C (-2.45, -1.85, 4.55)
C (-1.92, -2.09, 3.29)
C (-1.49, -1.03, 2.49)
C (1.41, 0.62, -0.54)
C (2.55, 0.60, -1.56)
O (3.70, 0.41, -1.25)
C (2.15, 0.82, -2.98)
C (3.17, 0.98, -3.92)
C (2.89, 1.19, -5.25)
C (1.57, 1.23, -5.66)
Cl (1.20, 1.49, -7.33)
C (0.53, 1.06, -4.75)
C (0.82, 0.86, -3.42)
H (2.62, 1.42, 2.46)
H (2.05, 2.47, 1.17)
H (3.58, 1.59, 0.97)
H (3.26, -0.76, 1.72)
H (2.60, -1.42, 0.23)
H (1.03, -1.17, 2.85)
H (1.93, -2.61, 2.34)
H (-0.17, -3.21, 1.59)
H (0.46, -2.40, 0.15)
H (-1.25, -2.74, -0.91)
H (-2.14, -2.08, -3.07)
H (-3.04, 0.22, -3.39)
H (-3.01, 1.78, -1.50)
H (-1.97, 2.49, 0.42)
H (-3.16, 1.57, 1.33)
H (-1.11, 2.32, 2.64)
H (-0.16, 1.16, 1.69)
H (-2.22, 1.52, 4.59)
H (-2.98, -0.36, 6.00)
H (-2.78, -2.68, 5.15)
H (-1.85, -3.10, 2.93)
H (0.89, 1.57, -0.64)
H (0.70, -0.17, -0.81)
H (4.19, 0.94, -3.57)
H (3.69, 1.32, -5.97)
H (-0.49, 1.09, -5.09)
H (0.00, 0.73, -2.73)

As for the structure (SMILES): CN(CCCN1c2ccccc2CCc2ccccc21)CC(=O)c1ccc(Cl)cc1. For the molar mass, the calculation gives 419.0 g/mol. As for the spin multiplicity: 1.

=====

ORCA calculation (ωB97M-V/def2-TZVPD) on a cluster of 2 separate species, H4N2O in total in a non-equilibrium geometry.

Element x y z (Å)
N (0.28, -1.29, -0.25)
N (-0.30, 1.23, 0.54)
O (-0.47, -0.30, -0.50)
H (1.39, -1.18, -0.45)
H (0.07, -1.68, 0.59)
H (0.34, 1.78, 0.00)
H (-1.30, 1.44, 0.06)

For the molar mass, the calculation gives 48.0 g/mol. As for the spin multiplicity: 1.

=====

ORCA calculation (ωB97M-V/def2-TZVPD) on a cluster of 2 separate species, C5H13NO in total in a non-equilibrium geometry.

Element x y z (Å)
C (-0.50, 0.00, -1.61)
C (-0.25, -1.21, -0.69)
C (1.00, -2.02, -1.13)
C (2.13, -1.39, -0.31)
C (1.46, -0.37, 0.61)
N (0.05, -0.73, 0.67)
H (-0.86, -0.41, -2.56)
H (-1.18, 0.69, -1.13)
H (0.46, 0.46, -1.79)
H (-1.09, -1.83, -0.65)
H (1.17, -1.93, -2.19)
H (0.81, -3.04, -0.85)
H (2.99, -1.06, -0.90)
H (2.61, -2.19, 0.27)
H (1.93, -0.30, 1.59)
H (1.55, 0.62, 0.19)
H (-0.04, -1.54, 1.28)
O (-3.16, 4.57, 2.13)
H (-2.58, 4.67, 1.36)
H (-3.57, 3.72, 1.91)

As for the structure (SMILES): C[C@H]1CCCN1.O. For the molar mass, the calculation gives 103.2 g/mol. As for the spin multiplicity: 1.

=====

Calculated energy above the lowest of the compared OMol25 structures with the same formula, charge and spin in order - 36.5 63.9 124.7 20.5 35.6 0.8 72.5 21.2 kcal/mol